(1)
86
Properties=species:S:1:pos:R:3:forces:R:3 method="wB97M-V/def2-TZVPD" smiles="O=C1c2ccccc2C(=O)c2cc(CCCCS(=O)(=O)O)ccc21.COCCOCCOC.COCCOCCOC" lumo_ev=-1.916 max_force_ev_per_a=8.34
O 4.536125 -3.270964 1.182011 -1.4979 7.6560 -2.6442
C 4.264448 -2.015012 0.778152 0.3409 -3.5145 1.2420
C 5.335156 -1.004146 0.047250 1.5017 0.9841 -0.9626
C 6.635915 -1.671878 -0.699303 -0.7709 4.3489 -0.0028
C 7.717942 -0.690534 -1.484337 -4.0179 1.4976 2.3412
C 7.413544 0.931971 -1.471675 -2.0160 -2.6926 1.7485
C 6.105823 1.594694 -0.672363 0.5846 -3.8757 -0.1209
C 5.026049 0.631412 0.111089 2.9255 -1.5252 -1.9710
C 3.696006 1.217376 0.932025 1.1053 4.0829 1.6463
O 3.795621 2.449713 1.468019 -1.0690 -7.5468 -3.3813
C 2.397057 0.223141 1.045474 -1.9470 -2.4739 -0.0258
C 0.822071 0.755785 1.199324 0.6652 -3.7561 -0.1136
C -0.386659 -0.352691 1.252549 3.2343 -1.4519 -0.0652
C -2.003322 -0.007655 1.361210 0.3267 -0.6643 -0.8286
C -2.422457 1.450298 0.739301 -0.7467 1.0043 0.7809
C -3.394029 1.386977 -0.582637 0.3072 0.3915 -0.3940
C -4.751030 0.480751 -0.399295 -0.3180 0.1356 1.4994
S -5.210913 -0.477451 -1.983425 2.3977 -4.1979 -4.0333
O -4.582940 0.121471 -3.264761 -2.7203 -0.9340 4.8757
O -4.809546 -1.986057 -1.886324 -1.9832 5.7169 0.7293
O -6.947537 -0.477634 -2.062903 2.4559 1.4630 -0.2828
C -0.017699 -1.982951 1.202686 3.2335 1.9546 -0.2167
C 1.519303 -2.553017 1.062831 -1.6896 4.9133 0.2283
C 2.718892 -1.415551 0.971136 -2.3764 0.2923 0.1287
H 6.745479 -2.836923 -0.679822 -0.2339 2.5680 0.0014
H 8.642427 -1.199287 -2.010408 -2.1191 1.4160 1.1442
H 8.167768 1.638291 -2.045409 -1.8585 -1.5593 1.4033
H 5.992029 2.760931 -0.734246 0.0812 -2.6516 0.3042
H 0.586551 1.924072 1.265621 0.7355 -2.9739 -0.1739
H -2.415731 -0.184072 2.465909 1.1518 0.6019 -2.3746
H -2.542950 -0.832792 0.688815 1.2950 1.6462 1.4738
H -1.488847 2.139054 0.469530 -2.0167 -1.7406 0.4748
H -3.024549 2.071556 1.560135 1.3600 -1.4084 -1.6176
H -2.727327 0.999874 -1.475608 -1.6615 0.7204 1.6640
H -3.767902 2.495695 -0.817626 1.0173 -2.5142 0.3448
H -5.686473 1.131758 -0.075690 1.9487 -1.3214 -0.9803
H -4.657004 -0.360910 0.439521 -0.1103 1.6674 -2.0876
H -7.240170 0.357970 -2.539013 0.6645 -1.2253 0.6441
H -0.876425 -2.796883 1.274474 1.8871 2.0754 -0.2159
H 1.683125 -3.714394 1.012944 -0.0480 2.6994 0.1334
C 1.332678 -5.925460 8.700779 0.2646 0.1146 -0.3371
O 2.024308 -5.546432 7.521550 -0.3174 -0.0870 -0.0120
C 1.907293 -6.524411 6.485470 0.4125 0.6168 0.1211
C 2.256630 -5.907500 5.130040 -0.4513 -0.1997 0.0193
O 1.172225 -5.161888 4.560354 0.2349 0.1551 0.3606
C 0.907271 -3.890372 5.168999 0.1730 0.0354 -0.4353
C 1.955250 -2.831177 4.816384 0.1558 -0.3412 0.6362
O 3.110951 -2.983235 5.642712 0.0211 -0.0903 -0.2380
C 4.255450 -2.357214 5.085473 -0.1729 -0.2198 0.1838
H 1.729395 -6.867993 9.091448 -0.1074 -0.0623 0.0695
H 1.473058 -5.143877 9.448798 0.0847 -0.0296 -0.1311
H 0.261501 -6.022956 8.498171 -0.0524 -0.1328 0.0559
H 0.888098 -6.925891 6.456367 -0.0052 -0.0138 -0.0693
H 2.609739 -7.333179 6.714086 -0.0397 -0.1989 -0.1196
H 2.445802 -6.725362 4.426429 -0.1445 0.0672 0.0639
H 3.167738 -5.309627 5.174299 -0.0624 0.0649 0.2496
H 0.768210 -3.990444 6.248529 0.2679 0.0770 -0.0361
H -0.053502 -3.566873 4.752766 0.1415 -0.0635 -0.0812
H 1.546431 -1.833218 5.000787 -0.1739 0.1287 -0.1781
H 2.228074 -2.923100 3.758029 -0.0645 -0.0015 0.0347
H 4.513061 -2.822368 4.128510 0.0112 0.1286 -0.1096
H 5.094609 -2.497087 5.773030 -0.2280 0.0027 -0.0161
H 4.081821 -1.285851 4.951549 0.0570 0.0853 -0.1123
C -4.966912 2.040934 -5.543198 0.3910 -0.0142 -0.0691
O -3.943429 3.018553 -5.446557 -0.0262 0.0743 -0.2888
C -2.798816 2.686056 -6.235800 -0.1881 0.4783 0.5798
C -1.935885 3.927097 -6.470267 -0.1784 -0.2671 -0.4347
O -2.432509 4.760483 -7.526319 -0.2373 0.0328 0.4481
C -3.603609 5.526845 -7.212286 0.4068 0.2029 -0.1179
C -3.311562 6.706403 -6.280706 -0.2762 -0.5982 0.3234
O -3.242005 6.261463 -4.924691 0.2951 0.1240 -0.0289
C -2.549748 7.179117 -4.093435 -0.2231 -0.3507 -0.1338
H -4.601237 1.068111 -5.199292 -0.1769 0.1324 -0.1817
H -5.800170 2.350841 -4.910941 0.1406 0.0516 0.0309
H -5.324077 1.965630 -6.575059 -0.0302 -0.0566 -0.0855
H -3.111096 2.266584 -7.198773 0.0602 0.0244 -0.0347
H -2.222997 1.936177 -5.682705 0.1479 -0.1215 -0.1381
H -0.948693 3.592294 -6.806589 -0.1528 0.0148 -0.0867
H -1.782217 4.498648 -5.554164 -0.2402 -0.0763 0.0895
H -4.403616 4.887312 -6.830548 0.1324 0.1134 0.2404
H -3.948685 5.930648 -8.170853 0.1653 -0.0097 0.0881
H -4.122799 7.437525 -6.347158 -0.0194 0.1597 -0.1930
H -2.367971 7.181654 -6.575276 -0.0325 -0.0367 -0.0520
H -1.511295 7.280917 -4.424737 0.0229 0.1603 -0.0047
H -2.548313 6.786776 -3.072380 -0.0920 -0.0066 -0.2007
H -3.046269 8.153462 -4.097989 0.0883 0.1247 0.0164

(2)
17
Properties=species:S:1:pos:R:3:forces:R:3 method="wB97M-V/def2-TZVPD" smiles="CC(C)=CN.O" lumo_ev=0.802 max_force_ev_per_a=3.07
C -0.214989 1.005730 -0.888171 1.5018 2.3403 -1.3002
C 0.500461 -0.201746 -0.360524 -1.7240 -0.6784 1.4574
C 1.982024 -0.269744 -0.357875 0.6207 1.0682 -0.8154
C -0.284610 -1.237968 0.020332 0.1438 -0.4206 -1.4415
N -1.652813 -1.262220 -0.264797 -0.1103 0.4576 0.0133
H -1.087965 1.453691 -0.405784 0.0161 -0.6014 0.4850
H -0.499266 0.915179 -1.947055 -0.1548 -0.5098 0.0926
H 0.478533 1.898008 -0.975090 -0.4311 -0.9460 0.4234
H 2.266026 -0.044795 -1.407646 0.3418 -0.3093 0.4473
H 2.368568 -1.239808 -0.071345 -0.0304 -0.1988 -0.0140
H 2.507051 0.506081 0.245708 -0.5783 -0.4057 -0.1802
H 0.098267 -2.251162 0.164207 0.2452 0.4500 0.5853
H -2.290141 -1.876054 0.210255 0.3125 -0.1268 0.2487
H -2.056497 -0.362462 -0.462452 -0.1605 -0.0577 -0.0046
O -0.589733 1.166543 2.547407 -0.1852 -0.5465 -1.0786
H -1.411260 1.209439 2.036438 -0.1791 0.3649 0.5405
H -0.113654 0.591288 1.916391 0.3719 0.1199 0.5411

(3)
62
Properties=species:S:1:pos:R:3:forces:R:3 method="wB97M-V/def2-TZVPD" smiles="COc1cccc(CN2C[C@@H](C(=O)N(C)CCCC3CCCC3)CCC2=O)c1" lumo_ev=0.577 max_force_ev_per_a=0.51
C -4.952820 -2.650900 -0.346608 -0.0825 -0.2090 0.1058
O -4.434105 -1.479144 -0.926203 0.1972 0.3317 -0.0802
C -3.700665 -0.637286 -0.146382 0.0045 0.1134 0.0558
C -3.429300 -0.831634 1.202636 -0.2435 -0.3086 -0.1836
C -2.665170 0.101559 1.885914 0.1038 0.1483 0.0018
C -2.169495 1.219167 1.246458 0.0349 0.0186 0.0772
C -2.429482 1.418467 -0.106937 -0.0878 -0.1867 -0.0664
C -1.868161 2.627826 -0.808142 -0.1617 0.2882 0.0340
N -0.462252 2.808517 -0.497587 -0.2590 -0.2337 -0.1011
C 0.417165 1.760341 -0.964681 0.4044 -0.2826 -0.1300
C 1.652516 1.635713 -0.077903 0.0259 0.0288 -0.4748
C 2.582322 0.574246 -0.655089 -0.2247 0.2537 0.2343
O 2.669118 0.408878 -1.859721 -0.1065 0.0917 -0.3624
N 3.296390 -0.162899 0.225552 0.1764 -0.2396 0.0173
C 3.334077 0.082144 1.648526 -0.1951 0.1044 0.1455
C 4.183689 -1.191806 -0.286250 0.2251 -0.2708 -0.1537
C 3.975466 -2.589888 0.302888 -0.0859 0.1228 -0.3041
C 2.756788 -3.374612 -0.194429 0.0696 0.0954 0.4384
C 1.418910 -3.022516 0.468391 0.1289 -0.1400 -0.1456
C 0.474398 -4.242127 0.502540 -0.1505 0.1216 0.1773
C -0.922514 -3.672751 0.278374 0.0379 -0.1094 -0.1474
C -0.663536 -2.592493 -0.764087 -0.0980 0.0905 0.1422
C 0.616137 -1.922661 -0.260204 -0.0396 0.0403 -0.0521
C 2.331288 3.006866 -0.078535 -0.0374 -0.0571 0.2365
C 1.396653 4.019473 0.567598 0.0551 0.0388 -0.0574
C -0.071293 3.905706 0.182813 0.2444 0.2594 0.1880
O -0.859849 4.769567 0.526968 -0.0746 0.2720 0.1605
C -3.188458 0.489490 -0.792829 -0.0777 -0.0574 0.0667
H -5.483637 -3.164734 -1.146429 0.0240 -0.0057 0.0896
H -4.154519 -3.297523 0.031851 -0.0235 0.0234 0.0096
H -5.653561 -2.423409 0.463313 0.0431 -0.0093 -0.0194
H -3.804899 -1.694787 1.728702 -0.0471 -0.0998 0.0128
H -2.462043 -0.053323 2.935718 0.0068 -0.0059 0.0864
H -1.586427 1.948113 1.788620 0.0837 0.0843 0.0793
H -1.995265 2.533376 -1.891462 -0.0269 0.0076 0.0526
H -2.379668 3.533351 -0.466043 0.0612 -0.1569 -0.1592
H -0.143770 0.821660 -0.961063 0.0459 0.0531 -0.0135
H 0.737146 1.954495 -1.996410 -0.0393 -0.1145 0.1243
H 1.334318 1.372659 0.932763 -0.0114 0.0042 0.0318
H 2.468376 -0.352814 2.156192 0.0372 0.0037 0.0991
H 4.235446 -0.372940 2.055731 -0.0185 0.0233 0.0117
H 3.373017 1.148437 1.867527 -0.0043 -0.0032 0.0484
H 5.218551 -0.883674 -0.086969 -0.0546 0.0070 -0.0610
H 4.037207 -1.216882 -1.367760 0.1236 -0.0038 0.1416
H 3.945789 -2.538017 1.393045 0.0811 -0.0688 0.0965
H 4.866954 -3.161680 0.033424 0.0550 0.0367 0.0812
H 2.668753 -3.265015 -1.276427 -0.0244 -0.0840 -0.1346
H 2.961305 -4.428680 0.012139 -0.0038 -0.0334 -0.0723
H 1.618560 -2.706734 1.496895 0.0252 -0.0033 0.0225
H 0.559654 -4.799397 1.434955 0.0683 -0.1052 -0.0040
H 0.718336 -4.916893 -0.319890 0.0523 -0.0707 -0.0474
H -1.631192 -4.429677 -0.056941 -0.0997 -0.0227 0.0558
H -1.301194 -3.218939 1.196524 -0.0701 0.0244 0.0630
H -0.488312 -3.056887 -1.735553 -0.0129 -0.0303 -0.0884
H -1.485652 -1.886021 -0.863826 -0.0274 0.0078 -0.1014
H 0.352903 -1.127014 0.439053 -0.0184 0.1265 0.0232
H 1.179545 -1.483692 -1.079161 0.0586 0.0952 -0.0311
H 2.544559 3.285786 -1.111995 0.0516 -0.0584 -0.0312
H 3.282513 2.984428 0.458733 0.0239 0.0220 -0.0451
H 1.710142 5.040791 0.343868 -0.1037 -0.0264 0.0654
H 1.423713 3.915139 1.657116 -0.0400 0.0382 -0.0412
H -3.404602 0.614478 -1.842764 0.0010 0.0200 -0.1675

(4)
19
Properties=species:S:1:pos:R:3:forces:R:3 method="wB97M-V/def2-TZVPD" lumo_ev=0.965 max_force_ev_per_a=4.94
H -1.348971 2.266653 1.298452 -0.0838 -0.2196 0.0483
N -1.171309 1.738975 0.442602 0.0762 0.3126 -0.0766
C -1.806574 0.653381 0.362369 -0.1045 -0.2170 0.1431
C -2.729742 0.048096 1.367271 -0.1058 0.0271 0.0543
H -1.647605 0.064311 -0.541331 -0.0288 -0.0230 -0.0487
H -3.709494 -0.116528 0.922063 -0.1444 0.1074 -0.0501
H -2.830207 0.681687 2.250010 -0.0057 -0.0873 -0.0296
H -2.383466 -0.947180 1.657038 0.1658 0.1072 0.0357
N 1.921069 -2.159904 -0.635711 -0.0743 -0.7006 -0.1916
C 1.400695 -0.941093 -0.128044 -0.2318 3.7074 -3.2491
C 1.684114 0.455937 -1.106495 1.7972 -1.4606 0.8917
O 1.531642 1.645277 -0.402982 -0.3357 0.1077 0.2054
H 2.934063 -2.180787 -0.692437 -0.1807 0.1307 -0.0512
H 1.522751 -2.432164 -1.525102 0.1136 0.0483 0.0731
H 1.864713 -0.675787 0.822063 -0.9762 0.0082 0.1637
H 0.366079 -0.692864 -0.470287 -0.0163 -1.8129 2.2034
H 1.082811 0.430338 -2.027571 -0.1231 -0.2438 0.1809
H 2.736553 0.381174 -1.391663 0.0593 0.1783 -0.2219
H 0.582878 1.780480 -0.200244 0.1992 0.0300 -0.0806

no.,electronic energy (Ha),gap between HOMO and LUMO (eV)
1,-2394.4544,7.040
2,-288.9685,8.821
3,-1232.0852,9.164
4,-344.2799,8.894